{
  "formula": "C26H53Cl12N2O2",
  "method": "ωB97M-V with the def2-TZVPD basis set",
  "energy_ha": -6804.424600,
  "e_homo_ev": -12.2,
  "charge": 1,
  "gap_ev": 9.6,
  "symbols": ["C", "O", "C", "C", "C", "C", "C", "C", "C", "C", "C", "C", "C", "C", "C", "C", "C", "C", "N", "N", "C", "C", "O", "C", "H", "H", "H", "H", "H", "H", "H", "H", "H", "H", "H", "H", "H", "H", "H", "H", "H", "H", "H", "H", "H", "H", "H", "H", "H", "H", "H", "H", "H", "H", "H", "H", "H", "H", "H", "H", "H", "H", "H", "H", "H", "C", "Cl", "Cl", "H", "H", "C", "Cl", "Cl", "H", "H", "C", "Cl", "Cl", "H", "H", "C", "Cl", "Cl", "H", "H", "C", "Cl", "Cl", "H", "H", "C", "Cl", "Cl", "H", "H"],
  "xyz": [[1.69, -0.29, 6.26], [2.79, 0.20, 5.51], [2.43, 1.16, 4.54], [2.53, 0.60, 3.13], [2.27, 1.67, 2.06], [3.01, 1.45, 0.71], [3.18, 0.00, 0.27], [1.90, -0.61, -0.40], [2.16, -0.86, -1.89], [0.90, -1.02, -2.76], [-0.22, 0.00, -2.45], [0.31, 1.45, -2.32], [-0.72, 2.52, -1.81], [-1.85, 1.97, -0.95], [-1.37, 1.59, 0.48], [-1.48, 0.07, 0.84], [-2.19, -0.16, 2.20], [-1.13, -0.37, 3.30], [-0.74, 0.89, 3.93], [-3.00, 1.05, 2.33], [-4.50, 0.93, 2.20], [-4.93, -0.09, 1.14], [-5.49, -1.05, 1.47], [-2.40, 2.16, 1.53], [0.96, 0.48, 6.51], [2.10, -0.64, 7.21], [1.24, -1.17, 5.78], [3.18, 1.96, 4.60], [1.46, 1.62, 4.75], [3.54, 0.23, 3.00], [1.79, -0.21, 3.01], [1.21, 1.85, 1.88], [2.65, 2.61, 2.47], [3.98, 1.93, 0.80], [2.47, 2.03, -0.04], [3.95, 0.00, -0.50], [3.55, -0.66, 1.05], [1.64, -1.53, 0.13], [1.09, 0.11, -0.21], [2.70, -1.81, -1.95], [2.81, -0.11, -2.34], [1.13, -1.02, -3.82], [0.46, -2.00, -2.55], [-0.72, -0.36, -1.55], [-0.96, -0.04, -3.27], [1.20, 1.53, -1.71], [0.61, 1.75, -3.33], [-1.07, 3.12, -2.64], [-0.16, 3.21, -1.18], [-2.55, 2.80, -0.81], [-2.42, 1.16, -1.40], [-0.42, 2.07, 0.67], [-2.05, -0.32, -0.01], [-0.54, -0.48, 0.84], [-2.70, -1.12, 2.13], [-0.24, -0.88, 2.91], [-1.54, -1.06, 4.04], [-0.36, 0.66, 4.84], [0.01, 1.33, 3.41], [-2.90, 1.41, 3.29], [-4.92, 1.91, 1.96], [-4.87, 0.56, 3.15], [-4.69, 0.06, 0.07], [-3.09, 2.93, 1.21], [-1.75, 2.68, 2.24], [3.99, -3.30, 5.70], [5.09, -3.59, 4.36], [2.56, -4.35, 5.62], [4.51, -3.50, 6.63], [3.67, -2.26, 5.67], [4.16, -3.96, -4.18], [4.74, -2.76, -3.02], [2.42, -3.81, -4.44], [4.67, -3.81, -5.12], [4.37, -4.95, -3.79], [2.54, 4.14, -4.15], [1.24, 4.77, -3.13], [2.16, 2.54, -4.81], [2.69, 4.83, -4.97], [3.44, 4.07, -3.55], [-3.82, 1.00, -4.55], [-4.08, -0.07, -3.16], [-2.17, 1.65, -4.60], [-3.99, 0.43, -5.45], [-4.52, 1.82, -4.49], [-8.58, -2.57, 0.57], [-9.99, -2.19, 1.56], [-8.79, -4.09, -0.31], [-8.43, -1.77, -0.15], [-7.71, -2.66, 1.22], [2.07, -3.19, -8.31], [3.67, -3.48, -7.60], [1.87, -1.49, -8.77], [1.97, -3.81, -9.19], [1.32, -3.44, -7.57]],
  "lowdin_charge": [-0.11, -0.18, -0.24, -0.17, -0.19, -0.18, -0.18, -0.19, -0.23, -0.20, -0.22, -0.23, -0.25, -0.18, -0.21, -0.07, -0.22, -0.17, 0.05, -0.05, -0.01, -0.25, 0.13, -0.05, 0.08, 0.10, 0.08, 0.13, 0.10, 0.12, 0.10, 0.07, 0.11, 0.11, 0.10, 0.10, 0.10, 0.12, 0.06, 0.03, 0.11, 0.10, 0.10, 0.08, 0.04, 0.08, 0.00, 0.04, 0.08, 0.11, 0.05, 0.11, 0.10, 0.09, 0.16, 0.11, 0.13, 0.05, 0.04, 0.17, 0.14, 0.14, 0.13, 0.13, 0.13, -1.03, 0.51, 0.49, 0.03, -0.01, -1.00, 0.56, 0.53, -0.02, 0.03, -0.97, 0.58, 0.58, 0.03, 0.03, -0.95, 0.53, 0.64, 0.03, 0.03, -1.05, 0.51, 0.51, 0.02, 0.00, -1.02, 0.52, 0.51, 0.03, 0.02]
}